1.
Below is a cluster of 3 separate species, C28H63N6O7 in total, with properties calculated with ωB97M-V/def2-TZVPD.

As for the max |F|: 0.0101 hartree/bohr. For the LUMO energy, the calculation gives -3.51 eV. The value obtained for the energy is -53319.234 eV. For the molar mass, the calculation gives 595.85 g mol⁻¹. The total charge is +1. The orbital gap is 6.150 eV. The multiplicity is 1.

Structure (XYZ):
```
104
C28H63N6O7, DFT ωB97M-V/def2-TZVPD
C 1.54 -0.96 2.93
O 0.86 0.27 3.06
C 0.15 0.70 1.92
C -1.32 0.97 2.25
C -1.67 2.46 2.20
C -1.83 3.04 0.80
C -2.97 2.42 -0.01
C -4.32 2.58 0.69
N -4.78 1.31 1.28
N -4.71 0.19 0.66
N -5.21 -0.76 1.40
C -5.62 -0.19 2.53
O -6.10 -0.86 3.52
C -7.29 -0.45 4.24
C -8.57 -0.55 3.44
C -8.75 0.62 2.47
C -8.83 -1.93 2.82
C -8.66 -3.05 3.86
C -8.04 -2.25 1.55
N -5.35 1.13 2.50
C -5.53 2.16 3.52
C -4.76 1.83 4.81
O -5.28 2.57 5.88
H 1.76 -1.33 3.93
H 2.48 -0.84 2.37
H 0.92 -1.71 2.42
H 0.25 -0.03 1.11
H 0.62 1.63 1.57
H -1.95 0.41 1.56
H -1.50 0.59 3.26
H -2.57 2.66 2.80
H -0.87 3.01 2.70
H -0.89 2.90 0.24
H -1.99 4.12 0.86
H -3.04 2.91 -0.98
H -2.78 1.36 -0.20
H -5.10 2.93 0.01
H -4.23 3.31 1.50
H -7.31 -1.11 5.10
H -7.15 0.57 4.61
H -9.35 -0.43 4.22
H -8.66 1.57 2.99
H -8.01 0.61 1.66
H -9.74 0.58 2.01
H -9.89 -1.92 2.55
H -9.04 -2.74 4.84
H -9.25 -3.92 3.57
H -7.62 -3.35 3.95
H -7.06 -2.67 1.78
H -7.89 -1.38 0.91
H -8.58 -3.00 0.96
H -6.59 2.29 3.71
H -5.17 3.10 3.11
H -3.72 2.16 4.69
H -4.75 0.76 5.00
H -6.12 2.21 6.18
C 4.25 -0.74 -0.84
O 3.39 -0.59 -1.95
C 2.01 -0.49 -1.64
C 1.49 0.88 -1.99
N 2.08 1.90 -1.13
C 1.82 3.28 -1.55
C 2.35 3.73 -2.90
O 3.76 3.80 -2.97
C 4.43 2.60 -3.31
H 5.24 -0.92 -1.24
H 4.28 0.16 -0.21
H 3.95 -1.59 -0.21
H 1.85 -0.71 -0.57
H 1.47 -1.24 -2.22
H 0.40 0.90 -1.86
H 1.69 1.05 -3.06
H 3.08 1.76 -1.09
H 2.25 3.94 -0.79
H 0.74 3.44 -1.53
H 1.99 4.75 -3.07
H 1.97 3.12 -3.72
H 3.83 2.00 -4.01
H 4.67 1.99 -2.44
H 5.36 2.88 -3.80
C 7.31 0.21 -3.70
O 6.68 -0.98 -3.28
C 6.07 -1.73 -4.32
C 6.80 -3.03 -4.57
N 8.12 -2.79 -5.15
C 8.96 -3.98 -5.27
C 9.37 -4.71 -3.99
O 10.24 -3.97 -3.16
C 9.62 -3.09 -2.25
H 7.58 0.77 -2.80
H 8.23 0.02 -4.27
H 6.64 0.82 -4.31
H 6.02 -1.14 -5.24
H 5.05 -1.96 -4.00
H 6.22 -3.63 -5.27
H 6.84 -3.58 -3.62
H 8.60 -2.09 -4.60
H 9.88 -3.67 -5.78
H 8.46 -4.69 -5.92
H 9.92 -5.60 -4.29
H 8.50 -5.04 -3.42
H 8.66 -3.47 -1.91
H 9.47 -2.09 -2.68
H 10.28 -2.98 -1.39
```



2.
Below is a structure of composition C29H19Cl3N8NiO4S in a non-equilibrium geometry, with properties calculated with ωB97M-V/def2-TZVPD.

As for the max |F|: 0.0564 hartree/bohr. For the LUMO energy (spin up / spin down), the calculation gives -3.19 / -3.20 eV. The value obtained for the energy is -139935.114 eV. For the molar mass, the calculation gives 740.64 g mol⁻¹. The orbital gap (spin up / spin down) is 3.997 / 3.978 eV. The multiplicity is 1. The relative energy (zero: lowest compared OMol25 entry of this formula, charge and spin) is 276.5 kJ/mol.

Structure (XYZ):
```
65
C29H19Cl3N8NiO4S, DFT ωB97M-V/def2-TZVPD
Ni -0.58 1.29 -0.02
N -3.11 0.97 -3.72
C -2.51 0.63 -2.57
N -2.04 1.47 -1.72
C -2.17 2.83 -1.98
N -1.77 3.67 -1.08
N -1.12 3.14 -0.05
C -1.10 3.81 1.07
C -0.31 3.30 2.14
C 0.01 4.05 3.28
C 0.81 3.50 4.25
C 1.28 2.21 4.06
C 0.93 1.53 2.91
N 0.14 2.03 1.97
C -2.79 3.28 -3.20
C -2.94 4.63 -3.52
C -3.60 5.00 -4.67
C -4.09 4.02 -5.54
C -3.92 2.68 -5.25
C -3.28 2.30 -4.08
H -3.44 0.26 -4.36
H -2.42 -0.42 -2.33
H -1.65 4.74 1.18
H -0.37 5.06 3.37
H 1.08 4.06 5.13
H 1.91 1.74 4.80
H 1.32 0.53 2.76
H -2.55 5.36 -2.83
H -3.73 6.04 -4.91
H -4.62 4.32 -6.43
H -4.30 1.92 -5.93
Cl 0.59 -4.92 -5.50
C 0.08 -3.89 -4.22
C 0.39 -2.54 -4.26
C 0.00 -1.73 -3.22
Cl 0.40 -0.05 -3.22
C -0.75 -2.20 -2.09
O -1.20 -1.45 -1.19
C -0.98 -3.62 -2.09
Cl -1.79 -4.26 -0.72
C -0.61 -4.43 -3.13
H 0.94 -2.12 -5.09
H -0.84 -5.49 -3.10
O 6.24 -1.86 3.27
S 6.07 -2.87 4.28
O 6.44 -4.22 3.90
O 6.34 -2.47 5.64
C 4.22 -3.15 4.31
N 3.76 -3.94 5.24
C 2.47 -4.23 5.17
C 1.65 -3.70 4.18
C 2.24 -2.84 3.25
N 3.55 -2.58 3.34
C 1.53 -2.10 2.20
C 2.26 -1.51 1.17
C 1.62 -0.66 0.29
N 0.32 -0.38 0.38
C -0.40 -1.01 1.31
C 0.16 -1.88 2.22
H 2.08 -4.89 5.94
H 0.60 -3.95 4.13
H 3.32 -1.68 1.11
H 2.18 -0.17 -0.51
H -1.47 -0.82 1.29
H -0.47 -2.33 2.98
```



3.
Below is the ion C32H35N4O2 with charge +1 in a non-equilibrium geometry, with properties calculated with ωB97M-V/def2-TZVPD.

As for the max |F|: 0.0698 hartree/bohr. For the LUMO energy, the calculation gives -2.07 eV. The value obtained for the energy is -43801.187 eV. For the molar mass, the calculation gives 507.66 g mol⁻¹. The total charge is +1. The orbital gap is 7.822 eV. The multiplicity is 1. The relative energy (zero: lowest compared OMol25 entry of this formula, charge and spin) is 0.0 kJ/mol.

Structure (XYZ):
```
73
C32H35N4O2, DFT ωB97M-V/def2-TZVPD
C 2.70 0.83 6.70
O 1.72 -0.01 6.00
C 0.93 0.60 5.06
C 1.18 1.96 4.64
C 0.36 2.53 3.66
C -0.68 1.75 3.13
C -0.83 0.37 3.44
C -0.11 -0.19 4.48
C -1.86 -0.12 2.54
C -2.30 -1.47 2.47
C -3.12 -1.80 1.33
C -4.27 -1.13 0.91
N -4.74 -1.67 -0.25
C -5.78 -1.07 -1.11
C -3.94 -2.77 -0.60
C -3.87 -3.37 -1.87
C -2.79 -4.22 -2.12
C -1.75 -4.36 -1.13
O -0.66 -5.09 -1.55
C 0.53 -5.05 -0.74
C -1.80 -3.71 0.14
C -2.88 -2.85 0.35
N -3.05 -1.82 3.92
C -3.22 -3.07 4.39
C -4.00 -3.39 5.50
C -4.65 -2.35 6.24
C -4.47 -1.04 5.71
C -3.65 -0.84 4.60
C -5.00 0.16 6.38
C -6.06 -0.21 7.41
C -5.72 -1.42 8.26
N -5.24 -2.57 7.46
C -5.22 -3.93 8.06
C -5.10 -5.03 7.02
C -4.02 -4.79 5.96
C -2.32 0.97 1.79
N -1.56 2.07 2.09
C -1.55 3.31 1.31
H 3.23 0.15 7.38
H 3.41 1.30 5.99
H 2.20 1.63 7.28
H 1.94 2.57 5.15
H 0.49 3.56 3.33
H -0.16 -1.25 4.75
H -1.54 -2.25 2.76
H -4.80 -0.28 1.34
H -5.85 -1.72 -1.98
H -6.75 -1.05 -0.58
H -5.55 -0.04 -1.44
H -4.65 -3.16 -2.63
H -2.70 -4.83 -3.02
H 1.23 -5.75 -1.22
H 0.96 -4.03 -0.73
H 0.32 -5.36 0.29
H -0.97 -3.73 0.85
H -2.69 -3.87 3.88
H -3.48 0.18 4.27
H -5.37 0.86 5.62
H -4.19 0.74 6.84
H -6.23 0.69 8.02
H -6.97 -0.39 6.83
H -4.96 -1.06 8.98
H -6.63 -1.75 8.77
H -4.36 -4.07 8.73
H -6.17 -4.04 8.58
H -4.88 -6.00 7.48
H -6.03 -5.12 6.46
H -3.04 -5.09 6.35
H -4.14 -5.46 5.10
H -3.01 1.01 0.96
H -0.96 4.08 1.82
H -1.17 3.19 0.28
H -2.58 3.66 1.20
```



4.
Below is a structure of composition C26H25BrN2ORu in a non-equilibrium geometry, with properties calculated with ωB97M-V/def2-TZVPD.

As for the max |F|: 0.0458 hartree/bohr. For the LUMO energy (spin up / spin down), the calculation gives -3.72 / -4.75 eV. The value obtained for the energy is -105012.144 eV. For the molar mass, the calculation gives 562.47 g mol⁻¹. The total charge is +1. The orbital gap (spin up / spin down) is 6.486 / 5.569 eV. The multiplicity is 6. The expectation value of S² is 8.77.

Structure (XYZ):
```
56
C26H25BrN2ORu, DFT ωB97M-V/def2-TZVPD
Ru -0.24 0.05 0.40
C 0.10 -0.91 2.51
C 1.49 -0.70 2.32
C 1.70 0.71 2.20
C 0.48 1.38 2.49
C -0.53 0.38 2.68
C -1.90 0.56 3.24
C 0.41 2.83 2.85
C 3.00 1.37 1.94
C 2.58 -1.71 2.41
C -0.58 -2.22 2.76
H -2.65 0.02 2.65
H -2.18 1.61 3.28
H -1.94 0.17 4.25
H 0.89 3.45 2.09
H 0.97 2.98 3.77
H -0.61 3.17 3.02
H 3.67 0.70 1.41
H 3.48 1.66 2.88
H 2.86 2.27 1.34
H 3.31 -1.56 1.62
H 2.20 -2.72 2.36
H 3.09 -1.57 3.36
H -1.51 -2.31 2.19
H -0.84 -2.32 3.82
H 0.07 -3.05 2.50
Br 2.23 -5.85 -3.50
C 2.00 -4.28 -2.46
C 3.10 -3.72 -1.79
C 2.95 -2.54 -1.12
C 1.70 -1.84 -1.08
O 1.62 -0.73 -0.46
C 0.57 -2.48 -1.71
C -0.74 -1.91 -1.70
N -1.04 -0.68 -1.38
C -2.26 -0.11 -1.68
C -3.13 -0.59 -2.66
C -4.38 -0.02 -2.83
C -4.78 1.05 -2.08
C -3.89 1.66 -1.17
C -4.19 2.83 -0.45
C -3.21 3.41 0.32
C -1.95 2.81 0.40
N -1.66 1.65 -0.18
C -2.60 1.08 -0.97
C 0.76 -3.68 -2.40
H 4.05 -4.24 -1.81
H 3.80 -2.09 -0.64
H -1.54 -2.57 -2.04
H -2.82 -1.41 -3.30
H -5.05 -0.44 -3.57
H -5.77 1.47 -2.19
H -5.17 3.28 -0.55
H -3.39 4.33 0.84
H -1.14 3.30 0.91
H -0.08 -4.14 -2.91
```